Entry 1:
A structure of composition C49H47CsI2N8O6S3Sb2Se at a distorted geometry, computed with ωB97M-V/def2-TZVPD.

energy above the lowest of the compared OMol25 structures with the same formula, charge and spin = 0.000 eV
HOMO = -3.222 eV
net charge = -2
LUMO = 3.6 eV
Kohn-Sham gap = 6.82 eV

XYZ file:
```
119
C49H47CsI2N8O6S3Sb2Se ωB97M-V/def2-TZVPD
S 3.997 -4.129 1.048
C 3.302 -0.468 -3.642
C 4.821 5.189 2.321
H -2.430 -0.427 -2.854
H -4.310 -0.776 -0.045
C 4.783 4.819 -1.372
H 4.502 4.865 4.404
N 4.298 -0.342 -2.770
S -0.309 0.951 -2.616
H -6.108 0.057 4.614
O 1.057 1.421 -2.523
C -0.580 -4.413 -4.428
S 2.128 0.741 2.882
C -4.324 -1.336 -3.207
C -0.623 3.685 3.481
N 4.953 -1.220 1.044
O 1.258 -0.151 2.112
C -3.112 -3.692 -2.423
H 5.956 2.135 -4.320
H -5.312 -1.832 5.993
C -3.496 1.103 0.598
C 3.649 -2.936 -0.068
Se 1.176 -1.169 -4.741
H -2.564 4.930 4.722
H 5.278 6.160 2.448
H 5.446 6.363 -0.047
C -5.614 2.238 -0.818
C -4.277 0.232 3.521
C -0.621 -3.595 -0.025
H -0.780 -3.044 2.057
O -1.250 2.003 -3.035
H -4.633 1.051 2.908
C 4.386 4.466 3.404
Sb -1.729 0.366 1.643
H -4.786 -0.406 -3.514
H -3.016 -2.680 5.696
C 4.643 4.673 1.025
H 4.435 -0.488 1.540
C 4.138 1.286 -5.079
H 0.206 -1.966 1.091
H 0.219 -4.261 0.172
H -2.641 -4.623 -2.128
C 3.600 2.650 1.993
C -2.998 -0.263 3.312
N 4.169 -1.709 -0.013
C -4.709 3.052 -0.155
H 4.015 3.063 -2.383
Cs 1.280 0.806 -0.112
C 0.540 -6.735 -3.448
C -4.412 0.302 -0.066
C 5.178 1.398 -4.170
N 2.823 -3.199 -1.126
H -6.102 -2.505 -3.470
H 4.048 -1.072 -0.800
H -2.072 -1.487 -0.194
O -0.451 -0.060 -3.709
H -2.824 -2.119 1.281
H 4.066 1.916 -5.954
C 4.051 3.390 0.845
C 3.166 0.329 -4.821
C 4.204 3.540 -1.428
H 5.040 5.340 -2.285
H 5.985 0.682 -2.296
I -1.059 5.734 0.008
H -6.174 0.220 -1.283
H 2.678 -4.180 -1.326
H 0.127 -7.582 -5.375
H -4.803 4.129 -0.196
C -1.264 3.235 4.631
C -0.716 -2.552 1.078
I -0.888 3.341 -1.613
C 0.474 3.001 2.974
C 0.332 1.439 4.793
C -5.059 -2.508 -3.179
C -2.357 -2.523 -2.457
H 0.966 3.362 2.079
N 2.989 1.469 1.775
C -0.126 -4.436 -3.114
C -2.990 -1.347 -2.834
H -1.015 -3.497 -4.818
N 3.864 2.855 -0.371
H 2.879 -2.587 -1.940
C -2.551 -1.297 4.123
H -6.428 2.678 -1.380
N 2.331 -1.400 -3.493
H 0.730 0.563 5.282
O 2.884 0.082 3.923
Sb -0.227 -2.577 -1.942
C 0.443 -5.610 -2.645
H -2.960 3.131 1.068
C 0.942 1.878 3.634
H -1.530 -4.195 -0.077
H -2.507 3.977 6.221
C -1.920 -1.651 0.872
C -3.663 2.482 0.551
H 5.080 -2.004 1.692
H 0.800 -5.656 -1.625
C -0.500 -5.533 -5.238
H -3.375 3.366 4.815
N 2.081 0.024 -5.584
C -5.104 -0.324 4.482
C 5.203 0.584 -3.039
H 0.987 -7.644 -3.063
C 3.783 3.223 3.249
H -1.545 -1.668 3.988
C -4.451 -3.686 -2.775
C -3.370 -1.858 5.086
H -0.976 4.571 2.964
H 3.451 2.669 4.113
H -5.024 -4.604 -2.737
C 0.061 -6.701 -4.747
H -1.246 1.765 6.194
H -0.876 -5.501 -6.254
C -2.497 3.927 5.134
C -5.468 0.862 -0.768
O -0.705 0.345 -1.338
C -0.765 2.118 5.293
C -4.658 -1.381 5.257
C 5.006 5.378 -0.142
```

These are the Mulliken partial charges, in e, on atoms 1 to 8: number 1, S, carries -0.559; number 2, C, carries 0.394; number 3, C, carries -1.045; number 4, H, carries 0.283; number 5, H, carries 0.261; number 6, C, carries -1.185; number 7, H, carries 0.394; number 8, N, carries -0.364



Entry 2:
A structure of composition C49H47N7O11RbS3Sb at a distorted geometry, computed with ωB97M-V/def2-TZVPD.

energy above the lowest of the compared OMol25 structures with the same formula, charge and spin = 0.395 eV
HOMO = -2.894 eV
net charge = -2
LUMO = 3.3 eV
Kohn-Sham gap = 6.23 eV

XYZ file:
```
119
C49H47N7O11RbS3Sb ωB97M-V/def2-TZVPD
O 7.337 3.172 -2.667
C 3.025 2.415 -0.053
C -8.083 1.882 1.313
H 0.980 -5.808 -3.306
C 1.931 0.836 4.641
N -3.552 2.803 -2.391
H -0.791 -0.633 -3.241
H 1.383 4.204 -4.222
C -5.583 4.423 1.476
H 3.495 2.192 6.635
C -0.372 -1.521 -3.707
C -3.682 2.916 1.290
C -0.696 -4.925 0.471
H -1.105 -6.812 1.407
H -4.101 0.831 1.002
H 5.163 0.729 5.821
H 1.677 3.665 6.042
Rb 0.335 1.651 -0.156
C 0.178 -3.850 0.335
H 1.104 0.128 4.735
C -4.449 -1.959 0.391
O 2.340 3.423 -0.333
S 5.362 3.084 5.479
C -5.874 2.053 1.162
C 5.432 1.348 4.962
C 2.280 -2.631 1.104
C -3.156 -3.419 -1.615
H -1.623 -4.940 -0.092
H 6.499 1.186 4.793
C -4.204 4.193 1.445
C 0.759 -5.965 2.063
N -2.324 0.975 -2.256
H 4.346 1.727 3.084
H 1.030 5.347 -1.745
C -3.087 -1.803 0.163
H 5.907 -0.252 -3.751
O -1.462 3.677 0.942
H 3.196 -2.859 1.651
H -1.611 -4.755 -2.323
C 4.122 -0.216 -2.571
H -0.502 -0.050 2.250
H 1.827 -1.766 1.595
C -4.531 -3.533 -1.406
H -3.225 -5.076 -2.971
C 1.209 -4.875 -2.785
H 1.549 1.694 2.698
O 3.106 -2.261 -2.326
C -0.276 -1.554 -5.091
C -0.410 -5.984 1.322
H -2.260 -3.714 -3.566
H 2.761 4.947 5.580
H -2.545 -1.085 0.773
H -4.935 -1.406 1.184
C 2.624 3.865 5.528
C 0.281 -2.664 -5.705
O 3.058 1.814 1.047
C -0.715 -1.853 3.435
C -4.432 1.757 -2.264
C 3.221 0.517 -1.714
C 5.313 0.310 -3.048
C 3.765 3.197 6.315
H 0.818 -4.949 -1.775
C 1.476 1.985 3.748
C 0.740 -3.715 -4.928
H 5.361 3.188 -1.247
O -1.789 1.524 1.481
H 3.930 3.769 7.233
C 3.805 1.749 -1.172
H 2.128 1.186 5.654
C 0.650 -3.699 -3.538
H -3.504 5.014 1.531
C 1.347 -3.811 1.116
O 7.627 1.428 -3.897
H -8.859 1.672 0.577
H 2.522 -4.853 2.565
H -5.995 5.415 1.605
C -4.526 1.810 1.144
O -7.772 3.272 1.276
H 0.441 2.245 3.982
N -0.676 4.068 -1.733
C 0.433 4.640 -2.292
C -2.532 -4.286 -2.676
C -1.107 3.120 -2.612
H 2.293 -4.775 -2.709
C -2.415 -2.526 -0.824
O 2.046 0.201 -1.426
C 0.598 4.036 -3.503
H -8.401 1.613 2.328
H -0.979 4.153 -0.756
N 3.813 -1.556 -3.026
S 3.261 -0.208 4.014
N -0.576 -0.895 2.792
H -3.764 3.782 -2.442
H 0.996 -6.782 2.735
H -6.246 -2.941 -0.257
H 2.560 -2.315 0.100
H -0.618 -0.704 -5.668
H -3.971 -0.385 -2.072
O 4.347 -1.974 -4.047
H -5.096 -4.217 -2.032
C 1.621 -4.884 1.963
H -5.497 1.902 -2.199
C 4.655 0.897 3.714
C -2.179 2.694 1.244
H 5.312 0.281 3.096
N 6.972 2.077 -3.084
H 0.377 -2.708 -6.784
C -3.656 0.640 -2.192
C 0.066 -2.588 -2.921
C -2.296 2.282 -2.388
C 5.727 1.541 -2.599
N -0.374 3.088 -3.701
C -6.391 3.323 1.332
Sb -0.283 -2.123 -0.857
C -5.180 -2.819 -0.410
C 4.977 2.254 -1.633
S 2.484 3.492 3.771
O -6.912 1.156 0.978
H 1.198 -4.575 -5.409
```

These are the Mulliken partial charges, in e, on atoms 1 to 8: number 1, O, carries -0.692; number 2, C, carries -1.250; number 3, C, carries -0.268; number 4, H, carries 0.503; number 5, C, carries -0.598; number 6, N, carries 0.284; number 7, H, carries 0.710; number 8, H, carries 0.468



Entry 3:
A structure of composition C49H48AsBiBrClN2O7S2, computed with ωB97M-V/def2-TZVPD.

energy above the lowest of the compared OMol25 structures with the same formula, charge and spin = 0.000 eV
HOMO = -2.344 eV
net charge = -2
LUMO = 3.8 eV
Kohn-Sham gap = 6.15 eV

XYZ file:
```
112
C49H48AsBiBrClN2O7S2 ωB97M-V/def2-TZVPD
H 1.175 -7.730 4.554
C -1.611 -0.353 -3.478
Bi 0.414 0.435 -0.213
H 0.461 -7.297 1.597
H -6.286 0.101 0.376
C 1.574 -6.189 3.099
C -2.890 -3.410 3.528
C 1.048 -4.829 2.644
C -1.117 4.971 -3.887
H 5.114 -1.306 -1.358
O -1.934 0.599 -0.480
C 0.266 3.467 -5.128
H -2.345 -2.284 -4.021
C -2.880 1.568 1.475
C 6.602 1.559 -0.370
H 2.088 -6.852 1.085
H -0.505 4.265 -0.550
C 3.038 -6.054 3.542
C 5.241 -0.251 -1.138
H 3.660 -5.671 2.732
C -1.833 1.034 -3.628
C -4.321 3.816 -0.841
C 1.650 -4.166 1.583
C -0.082 5.709 -5.933
S 2.908 3.047 -1.195
C -3.504 -0.749 -4.965
C -2.930 0.792 0.281
H 3.229 0.265 -1.693
S -0.256 -1.103 -2.628
C 0.770 -6.755 4.270
C 1.494 -7.188 1.936
H -0.513 -4.658 4.070
C -3.805 4.713 0.084
H 1.137 4.242 -6.921
H 1.864 -8.171 2.245
Br 2.085 -2.200 -0.331
O -0.515 1.924 1.539
Cl -6.719 1.706 2.695
C 4.181 0.618 -1.311
C -2.239 -1.049 3.279
H 0.822 -6.100 5.142
H -4.441 0.996 -5.821
O -0.418 -1.145 1.247
C -2.494 -1.218 -4.146
C 4.324 1.967 -1.007
C -0.547 3.707 -4.019
C -5.328 0.519 0.661
C -5.251 1.345 1.799
As -0.724 2.295 -2.640
C -0.525 -2.940 2.834
C 1.165 -2.952 1.154
H 3.119 -5.358 4.379
H -1.747 5.200 -3.039
C -4.208 0.247 -0.071
C 1.350 0.347 -4.493
C 6.466 0.208 -0.655
O 2.416 2.792 -2.533
C -2.429 4.875 0.182
O 2.964 1.470 3.134
N 2.428 -0.110 -4.608
H 1.547 3.324 1.798
H -0.447 -1.660 5.254
C -1.643 2.064 2.002
H 8.569 -0.267 -0.586
H 3.232 3.280 1.321
C -3.470 3.097 -1.672
C 5.538 2.439 -0.541
H -3.055 -0.779 3.959
C 0.494 4.453 -6.074
H -4.247 -0.377 -0.955
H -0.280 -6.890 4.004
H -1.003 -3.309 5.556
C -1.294 -2.340 5.146
C -2.092 3.264 -1.595
H -3.889 2.375 -2.362
C -4.050 1.846 2.203
H -2.124 -1.955 5.746
H 7.550 1.932 0.003
C -1.716 -2.427 3.669
N 1.852 2.560 -0.144
H -3.983 2.467 3.090
H -2.619 -1.037 2.262
H 0.733 2.500 -5.235
H -4.156 -1.455 -5.470
C 7.605 -0.749 -0.419
C -3.673 0.617 -5.157
H -2.635 -4.410 3.887
H 7.533 -1.617 -1.076
C 2.459 1.419 2.016
H 2.506 -4.587 1.070
O 2.061 0.341 1.429
H 3.138 -0.717 -4.253
H -3.185 -3.492 2.480
H -5.391 3.658 -0.904
C -1.582 4.153 -0.649
H 3.439 -7.024 3.853
C 2.286 2.739 1.249
C -0.023 -4.178 3.233
H -3.751 -3.050 4.099
H -1.737 2.634 2.946
H -1.457 -0.295 3.348
H -4.470 5.267 0.736
C 0.055 -2.264 1.717
H -2.010 5.552 0.918
O 3.431 4.374 -0.924
H 7.592 -1.117 0.610
H -2.961 2.560 -4.618
H -1.348 6.936 -4.711
C -0.890 5.962 -4.838
C -2.836 1.491 -4.481
H 5.635 3.493 -0.319
H 0.102 6.484 -6.669
```

These are the Mulliken partial charges, in e, on atoms 1 to 8: number 1, H, carries 0.446; number 2, C, carries 0.314; number 3, Bi, carries 4.678; number 4, H, carries 0.369; number 5, H, carries 0.392; number 6, C, carries 1.964; number 7, C, carries -1.934; number 8, C, carries 0.029